(1)
A cluster of 2 separate species, C14H34ClN2 in total, computed with the ωB97M-V functional and the def2-TZVPD basis.

Last column: Mulliken charge in e.
Element x y z (Å)
C 2.378005 -5.021768 -1.561068  -1.2326
C 1.865177 -3.583637 -1.726949  -0.3281
C 0.352967 -3.489015 -1.525132  -0.9625
C -0.195918 -2.083790 -1.715880  0.3050
C 0.201260 -1.086413 -0.645291  -1.7065
N -1.712923 -2.201903 -1.742541  -0.2083
C -2.476644 -0.932114 -1.943671  -0.9638
C -3.962915 -1.222490 -2.097945  0.3429
C -4.639739 -1.755241 -0.833400  -1.1943
Cl -4.141131 -2.364172 -3.482811  -0.1846
H 1.559532 -5.726589 -1.403732  0.3708
H 3.048123 -5.115561 -0.708740  0.3436
H 2.921536 -5.356059 -2.442123  0.3121
H 2.369915 -2.921244 -1.023416  0.2227
H 2.106278 -3.208316 -2.724215  0.3491
H 0.093561 -3.851052 -0.522984  0.3581
H -0.129621 -4.161602 -2.243202  0.4598
H 0.055165 -1.716016 -2.713271  0.4010
H 1.264568 -1.174292 -0.434106  0.5153
H 0.011322 -0.058563 -0.948800  0.3640
H -0.327831 -1.273107 0.292915  0.3393
H -2.018703 -2.662004 -0.882702  0.4466
H -1.985996 -2.827582 -2.508352  0.4590
H -2.288421 -0.277460 -1.095491  0.3681
H -2.076987 -0.477198 -2.848969  0.3466
H -4.437422 -0.297559 -2.417491  0.4653
H -5.209991 -0.960495 -0.354856  0.3152
H -5.326516 -2.566722 -1.060144  0.3707
H -3.926051 -2.119957 -0.091201  0.3064
C 1.308041 5.624224 2.508321  -1.4099
C 0.552537 4.307099 2.454446  -0.3615
N 0.916824 3.493446 1.303667  0.1506
C 0.003646 2.401830 1.047581  -0.6792
C -0.085457 1.275586 2.087237  -0.9680
C 2.335034 3.194454 1.155823  -0.6843
C 3.040408 2.507625 2.329642  -0.9276
H 1.200033 6.168049 1.569356  0.3363
H 0.914119 6.242939 3.314480  0.4349
H 2.371623 5.479264 2.700362  0.2935
H -0.518202 4.512239 2.365756  0.4385
H 0.685008 3.778861 3.411528  0.2901
H 0.276457 1.976179 0.075242  0.2913
H -0.993590 2.838124 0.927809  0.3565
H 0.802047 0.642590 2.089007  0.1654
H -0.954003 0.643239 1.878084  0.3511
H -0.215607 1.671426 3.094438  0.3825
H 2.852271 4.131642 0.943402  0.3654
H 2.438843 2.585596 0.253060  0.3206
H 2.810549 3.002536 3.274342  0.2458
H 4.121418 2.557469 2.192009  0.3844
H 2.767401 1.457505 2.429978  0.2425

Force components x, y, z for each atom (eV/Å):
C 0.01 -0.06 0.02
C -0.05 0.03 -0.04
C 0.06 -0.04 0.03
C -0.20 0.02 -0.04
C 0.04 0.00 0.02
N 0.02 0.09 -0.03
C 0.05 -0.08 -0.07
C 0.01 0.04 0.05
C -0.02 0.03 0.02
Cl -0.02 0.00 0.02
H -0.01 0.02 -0.02
H -0.01 0.01 0.01
H 0.02 0.01 0.00
H 0.02 -0.02 0.01
H -0.01 0.00 0.00
H 0.00 0.02 0.01
H -0.01 -0.01 0.01
H 0.10 0.02 0.03
H 0.01 0.03 -0.05
H 0.00 0.01 0.02
H 0.01 -0.06 0.01
H 0.01 0.02 0.04
H -0.01 -0.05 0.01
H -0.05 -0.01 0.04
H 0.00 0.05 0.03
H -0.02 -0.06 -0.07
H 0.04 0.01 0.01
H -0.01 0.04 -0.02
H 0.02 -0.06 -0.03
C 0.00 0.01 0.00
C -0.02 -0.02 -0.02
N 0.01 -0.01 0.02
C 0.01 0.01 -0.01
C -0.03 -0.02 -0.02
C -0.03 -0.01 0.00
C 0.00 0.01 0.00
H 0.00 0.00 0.00
H 0.00 0.01 -0.01
H 0.00 0.00 0.00
H 0.00 0.01 0.02
H 0.01 -0.01 0.00
H -0.02 0.00 -0.01
H 0.00 0.01 0.01
H 0.00 0.01 0.00
H 0.01 -0.01 0.01
H 0.00 0.01 0.00
H 0.00 0.01 0.00
H 0.03 0.01 0.00
H 0.02 0.01 0.00
H 0.00 -0.02 -0.01
H -0.02 0.01 0.01

* net charge: +1

=====

(2)
A structure of composition C3H2Br2Cl3O2Se2Te2Ti, computed with the ωB97M-V functional and the def2-TZVPD basis.

Last column: Mulliken charge in e.
Element x y z (Å)
Ti -0.268375 -0.051486 0.947923  0.9289
Br 2.965727 -1.100891 -0.083374  -0.2485
C 1.856262 -0.203972 1.259617  -0.5724
Br -0.467522 0.273740 3.414119  -0.5226
H 2.269759 0.801402 1.349069  0.3588
H 2.045151 -0.745333 2.182481  0.4112
Se -2.868279 -0.250444 0.486861  -0.4131
Te -3.185480 2.174714 0.959337  -0.1005
Te -0.502259 2.784903 0.844161  -0.0909
Se 0.115605 1.411480 -1.081721  -0.3120
Cl 0.999521 -4.811474 1.013311  -0.1264
C 0.017557 -3.908103 -0.139961  0.7138
Cl 0.690697 -4.062049 -1.755782  -0.1173
Cl -1.655444 -4.523611 -0.119987  -0.1466
C -0.083714 -2.428504 0.286838  0.1198
O -0.181467 -2.147908 1.497951  -0.4640
O -0.129040 -1.530763 -0.581842  -0.4182

Force components x, y, z for each atom (eV/Å):
Ti 0.12 0.12 -0.01
Br 0.00 0.03 0.01
C 0.06 -0.06 0.01
Br 0.02 0.04 0.07
H -0.04 0.02 -0.01
H -0.01 -0.01 0.00
Se -0.02 -0.04 -0.02
Te 0.07 0.04 0.01
Te -0.16 0.05 0.05
Se 0.05 -0.07 -0.01
Cl 0.00 0.01 0.00
C -0.06 -0.01 0.04
Cl 0.01 0.00 -0.05
Cl 0.02 -0.01 -0.02
C -0.02 0.01 0.06
O -0.02 -0.05 0.01
O -0.02 -0.07 -0.13

* net charge: -1

=====

Calculated energy above the lowest of the compared OMol25 structures with the same formula, charge and spin in order - 0.0; 7.4 kJ/mol